# 1
{"formula": "C19H29N5O4RuS2", "method": "ωB97M-V/def2-TZVPD", "gap_ha": 0.2655, "lumo_ev": -7.662, "total_charge": 2, "elements": ["Ru", "C", "C", "C", "C", "C", "C", "C", "S", "O", "O", "N", "C", "C", "O", "O", "H", "H", "H", "H", "H", "H", "H", "H", "H", "C", "C", "N", "C", "S", "N", "C", "C", "H", "H", "H", "H", "H", "H", "H", "H", "H", "H", "H", "H", "C", "C", "C", "C", "N", "N", "C", "H", "H", "H", "H", "H", "H", "H", "H"], "xyz": [[1.54437, -0.80021, 0.56927], [-1.52848, -7.79962, -1.50250], [-1.09156, -6.36830, -1.46709], [-1.81984, -5.38652, -2.14227], [-1.40551, -4.06976, -2.14840], [-0.23988, -3.73753, -1.45770], [0.51203, -4.69485, -0.77299], [0.07475, -6.00108, -0.78427], [0.25979, -2.09849, -1.45647], [-0.38997, -1.33426, -2.46023], [1.72988, -2.00164, -1.28083], [-0.06167, -1.41381, 0.06455], [-1.26828, -0.96665, 0.74716], [-0.81479, -0.19442, 1.99797], [-1.56296, 0.08488, 2.88305], [0.48891, 0.14534, 2.01360], [-2.60007, -7.88524, -1.67000], [-1.27082, -8.31624, -0.57949], [-1.02280, -8.31684, -2.32121], [-2.71873, -5.66256, -2.67750], [-1.95916, -3.31253, -2.68670], [1.42802, -4.41942, -0.26771], [0.64826, -6.76095, -0.26950], [-1.88290, -1.81298, 1.05342], [-1.85908, -0.30881, 0.10583], [4.66961, -1.98340, 6.05255], [3.62779, -3.01050, 5.64387], [3.27856, -2.91142, 4.21028], [2.56719, -1.99577, 3.57611], [2.77008, -2.14943, 1.79382], [1.80291, -1.07014, 4.09245], [1.30888, -0.92027, 5.47807], [0.20669, -1.91717, 5.79352], [4.89477, -2.09832, 7.11214], [4.32064, -0.96303, 5.88920], [5.59493, -2.12123, 5.49421], [2.72086, -2.94163, 6.23828], [4.00964, -4.02066, 5.77596], [3.78680, -3.54248, 3.60703], [1.32409, -0.48012, 3.40933], [0.92671, 0.09721, 5.53254], [2.14130, -0.98259, 6.17258], [-0.64707, -1.76720, 5.13290], [-0.13080, -1.77325, 6.81914], [0.55000, -2.94793, 5.69089], [2.04508, 4.52463, 0.49848], [2.27661, 3.14724, 0.00010], [2.99157, 2.69257, -1.11770], [2.88697, 1.32237, -1.13749], [2.13721, 0.92774, -0.05714], [1.78894, 2.07454, 0.60601], [3.45604, 0.36076, -2.11672], [3.00039, 5.01078, 0.69576], [1.44994, 4.53111, 1.40922], [1.52982, 5.10944, -0.26363], [3.52289, 3.30441, -1.82651], [1.20136, 1.99839, 1.42753], [4.20730, 0.86465, -2.71929], [2.67793, -0.01623, -2.78073], [3.91867, -0.49213, -1.62242]], "forces_ev_per_a": [[-0.043, 0.030, -0.002], [0.003, -0.002, 0.002], [-0.004, 0.013, -0.007], [0.009, -0.011, 0.008], [-0.009, 0.015, -0.004], [-0.023, -0.007, -0.010], [0.004, -0.003, 0.009], [-0.003, -0.006, -0.005], [-0.027, -0.062, 0.051], [0.010, 0.005, -0.017], [0.032, 0.006, -0.050], [0.023, 0.087, -0.017], [0.024, -0.039, 0.042], [-0.003, 0.007, -0.014], [-0.018, -0.001, 0.012], [0.017, -0.002, -0.027], [-0.001, -0.001, 0.002], [-0.002, -0.002, -0.001], [0.000, 0.000, 0.000], [-0.001, -0.001, 0.000], [0.001, -0.001, 0.000], [0.001, 0.003, -0.001], [0.000, 0.000, 0.000], [-0.010, 0.003, -0.008], [-0.009, -0.010, -0.009], [-0.002, -0.006, 0.001], [-0.002, 0.006, 0.001], [0.006, 0.003, 0.013], [-0.016, 0.007, -0.025], [0.020, -0.018, 0.036], [0.021, -0.035, -0.013], [0.004, 0.003, -0.015], [0.017, 0.002, 0.000], [0.002, 0.002, 0.000], [0.001, 0.003, 0.001], [0.000, -0.002, -0.001], [0.003, -0.006, -0.003], [0.001, -0.001, 0.000], [-0.002, -0.002, 0.001], [-0.010, 0.018, 0.015], [0.000, -0.001, 0.000], [-0.003, 0.003, 0.009], [-0.005, 0.001, 0.002], [-0.008, -0.002, -0.001], [-0.003, -0.001, 0.002], [0.005, 0.003, -0.003], [0.009, 0.000, -0.010], [-0.010, 0.005, 0.011], [0.007, -0.033, -0.018], [0.007, 0.015, 0.035], [-0.017, 0.008, 0.011], [-0.006, 0.013, 0.000], [-0.001, 0.001, 0.001], [0.000, 0.001, 0.000], [0.001, 0.000, -0.001], [0.001, 0.002, 0.001], [0.003, -0.010, -0.006], [0.000, 0.000, -0.001], [0.005, 0.002, 0.000], [0.003, -0.002, 0.001]]}


# 2
{"formula": "C4H13N3", "method": "ωB97M-V/def2-TZVPD", "gap_ha": [0.2369, 0.2685], "lumo_ev": [0.730, 0.757], "elements": ["C", "C", "C", "N", "H", "H", "H", "H", "H", "H", "H", "C", "N", "N", "H", "H", "H", "H", "H", "H"], "xyz": [[0.10307, 0.37386, 2.19926], [-0.43690, -0.78804, 1.50151], [-1.30325, 0.05857, 0.60081], [1.25618, 0.93690, 1.78070], [-0.43136, 0.82721, 3.02290], [1.41753, 1.89985, 2.04327], [1.49958, 0.71330, 0.78966], [-1.04243, -1.42829, 2.14135], [0.31473, -1.38770, 0.98695], [-0.88566, 0.95587, 0.18338], [-2.35738, 0.12257, 0.86299], [-0.99166, -0.76181, -1.48735], [1.04143, 0.00407, -0.95802], [1.45898, 0.56695, -2.17177], [1.54717, -0.88386, -0.90957], [1.29440, -0.04139, -2.97928], [0.94384, 1.42827, -2.32105], [-1.13680, 0.12831, -2.08725], [-0.35589, -1.49574, -1.97781], [-1.93559, -1.22890, -1.22067]], "forces_ev_per_a": [[-0.343, -0.043, 0.011], [-0.011, 0.059, -0.044], [0.319, -0.129, -0.081], [0.221, 0.091, -0.351], [0.045, -0.052, 0.010], [-0.033, -0.116, -0.027], [-0.109, 0.094, 0.385], [0.010, 0.043, -0.030], [0.032, 0.035, -0.008], [0.080, 0.037, 0.007], [0.020, -0.031, -0.041], [-0.226, 0.015, 0.195], [0.237, 0.147, -0.241], [-0.252, -0.165, 0.106], [-0.115, -0.010, -0.050], [0.039, 0.056, 0.155], [0.041, -0.060, 0.015], [0.001, 0.007, 0.014], [0.064, 0.025, 0.065], [-0.020, -0.001, -0.090]]}


# 3
{"formula": "H2NO3S3", "method": "ωB97M-V/def2-TZVPD", "gap_ha": [0.2152, 0.2564], "multiplicity": 3, "lumo_ev": [3.092, 1.835], "total_charge": -1, "elements": ["N", "O", "O", "O", "S", "S", "S", "H", "H"], "xyz": [[-1.31180, 0.04275, -0.60805], [1.10993, -0.46134, 1.34510], [1.84778, 0.97320, -0.57707], [1.63494, -1.46276, -0.77211], [-1.28654, 1.64886, 0.14257], [-1.81337, -1.23041, 0.39049], [1.19567, -0.23849, -0.08310], [-0.66369, 2.27021, -0.88129], [-0.71292, -1.54203, 1.04347]], "forces_ev_per_a": [[-1.085, 2.328, 0.145], [0.305, 0.342, 2.135], [0.627, 0.767, 0.282], [0.188, -0.202, -0.334], [-0.192, -2.174, -0.573], [-1.685, 0.016, -0.290], [0.958, -1.024, -1.836], [-0.089, -0.305, 0.043], [0.971, 0.252, 0.428]]}


Ordered energy relative to the best compared isomer or geometry (same formula, charge and spin) results: 0.00; 168.86; 44.12; unit kcal per mole.